(1)
The following is a DFT calculation (wB97M-V/def2-TZVPD) of a gas-phase ion, C2H11N4O (charge +1) in a non-equilibrium geometry.

Summary:
2S+1: 3
Expectation value of S²: 2.007
F_max: 11.384 eV/Å
HOMO energy (alpha / beta): -8.477 / -14.192 eV
ΔE to the lowest compared entry with this formula, charge and spin: 472.39 kJ/mol
Net charge: +1

Element x y z (Å)
C -0.9976 1.0112 -1.3288
C 0.8183 0.2143 1.4298
N -1.0607 1.2543 -2.7025
N 1.1364 -1.9336 2.1169
N 0.1077 0.1564 -0.8204
N -0.2785 -0.0873 0.5398
O 1.7782 -0.8443 1.3874
H -0.7542 1.9305 -0.8888
H -1.9527 0.6421 -0.9276
H 1.2102 1.2256 1.1308
H 0.3521 0.3290 2.3733
H -0.2250 1.6131 -3.1854
H -1.2428 0.4492 -3.2409
H 1.8539 -2.3302 2.6213
H 0.7980 -2.5508 1.4114
H 0.2648 -0.7018 -1.3365
H -1.0559 0.6652 0.6415
H -0.7521 -1.0429 0.7787

The net atomic charges from Löwdin, expressed in e, are:
1 C -0.3089
2 C -0.2033
3 N 0.0606
4 N 0.1663
5 N 0.0123
6 N -0.0180
7 O -0.1104
8 H 0.1133
9 H 0.1355
10 H 0.1605
11 H 0.1210
12 H 0.1161
13 H 0.0693
14 H 0.0607
15 H 0.0754
16 H 0.1399
17 H 0.1951
18 H 0.2146



(2)
The following is a DFT calculation (wB97M-V/def2-TZVPD) of a single C2H11N4P molecule in a non-equilibrium geometry.

Summary:
2S+1: 1
F_max: 4.620 eV/Å
HOMO energy: -8.792 eV
ΔE to the lowest compared entry with this formula, charge and spin: 17.08 kJ/mol
Net charge: 0
SMILES: CN(C)P(=N)(N)N

Element x y z (Å)
C -1.5442 0.9858 0.0597
N -0.6731 -0.1902 0.3682
C -1.2977 -1.5331 0.0154
P 0.9543 -0.1272 0.0050
N 1.8403 -1.4158 0.2495
N 1.3151 0.3042 -1.5268
N 1.2132 1.4215 0.7991
H -0.8471 1.7582 -0.4207
H -2.1870 0.8404 -0.8898
H -2.3391 1.4222 0.8566
H -2.3815 -1.3009 -0.0555
H -0.9562 -2.0536 -0.8326
H -1.1150 -2.2411 0.8957
H 1.6951 -1.7616 1.1361
H 2.0005 -0.2626 -1.8068
H 1.4500 1.2149 -1.8183
H 2.1613 1.3817 1.2553
H 0.7111 1.5572 1.7098

The net atomic charges from Löwdin, expressed in e, are:
1 C -0.1679
2 N -0.3498
3 C -0.1144
4 P 0.4546
5 N -0.1704
6 N -0.0333
7 N -0.1363
8 H 0.0640
9 H 0.0842
10 H 0.1177
11 H 0.0747
12 H 0.0436
13 H 0.0910
14 H -0.0779
15 H -0.0148
16 H 0.0304
17 H 0.0522
18 H 0.0523



(3)
The following is a DFT calculation (wB97M-V/def2-TZVPD) of a molecular structure, C2H11N5P in a non-equilibrium geometry.

Summary:
2S+1: 1
F_max: 4.063 eV/Å
HOMO energy (alpha / beta): -12.636 / -12.636 eV
ΔE to the lowest compared entry with this formula, charge and spin: 111.72 kJ/mol
Net charge: +1

Element x y z (Å)
C 0.5456 -1.7279 1.0000
C -1.6465 0.6736 -0.1689
N -2.5398 -1.5317 -0.4085
N -1.5439 -0.7729 -0.2460
N 2.3257 0.2514 -0.4338
N -0.2192 0.9345 -0.0257
N 0.1928 2.2234 -0.2802
P 0.4130 -0.6135 -0.5530
H 1.6021 -2.2050 1.2248
H -0.1966 -2.5796 0.7313
H 0.3398 -1.1269 1.8539
H -2.1368 1.1342 -1.1182
H -2.1868 1.1720 0.6311
H -2.2831 -2.4840 -0.2973
H 2.9784 -0.3892 -0.9992
H 2.6181 0.3221 0.5333
H 1.9921 1.1919 -0.7388
H 0.0651 2.7017 -1.1780
H -0.3202 2.8257 0.4731

The net atomic charges from Löwdin, expressed in e, are:
1 C -0.2541
2 C -0.2267
3 N 0.2306
4 N -0.2453
5 N -0.0245
6 N -0.4271
7 N -0.0298
8 P 0.9499
9 H 0.0801
10 H 0.0501
11 H 0.0149
12 H 0.1629
13 H 0.1292
14 H 0.0690
15 H 0.1354
16 H 0.0800
17 H 0.0565
18 H 0.0992
19 H 0.1500



(4)
The following is a DFT calculation (wB97M-V/def2-TZVPD) of a molecular structure, C2H11NO2 in a non-equilibrium geometry.

Summary:
2S+1: 2
Expectation value of S²: 0.750
F_max: 6.300 eV/Å
HOMO energy (alpha / beta): 1.111 / -5.693 eV
ΔE to the lowest compared entry with this formula, charge and spin: 231.90 kJ/mol
Net charge: -1

Element x y z (Å)
H 0.2118 -0.9779 0.7980
O 1.4639 -0.9421 1.0346
N -0.5523 -0.3606 -0.1340
H 1.4528 -0.8562 1.9048
H -0.2951 -0.6254 -1.1290
C -0.4594 1.1443 0.0982
H 0.2305 1.4923 -0.7199
H -1.5112 1.5574 0.2820
H 0.1574 1.2486 1.0332
C -2.0368 -0.6460 -0.0728
H -2.6136 -0.1280 0.6248
H -2.6796 -0.4037 -0.9731
H -2.3143 -1.6257 0.0345
O 2.7359 0.6201 -1.1280
H 2.6844 0.4104 -0.2578
H 3.5254 0.0925 -1.3956

The net atomic charges from Löwdin, expressed in e, are:
1 H 0.1039
2 O -0.2738
3 N -0.1692
4 H -0.1319
5 H 0.1071
6 C -0.2109
7 H 0.0666
8 H 0.0638
9 H 0.0630
10 C -0.4985
11 H -0.0121
12 H 0.0136
13 H -0.0214
14 O -0.0723
15 H -0.0781
16 H 0.0502



(5)
The following is a DFT calculation (wB97M-V/def2-TZVPD) of 3 unconnected molecules or ions with the total composition C2H11NO2 in a non-equilibrium geometry.

Summary:
2S+1: 1
F_max: 7.143 eV/Å
HOMO energy: -8.726 eV
ΔE to the lowest compared entry with this formula, charge and spin: 172.78 kJ/mol
Net charge: 0
SMILES: CCN.O.O

Element x y z (Å)
C 2.6093 -1.3223 1.6082
C 1.7485 -0.4986 0.6112
N 2.3875 0.7901 0.2984
H 2.4130 -2.3875 1.4202
H 3.6712 -1.2879 1.3330
H 2.4199 -1.1089 2.6147
H 1.8572 -1.1050 -0.2438
H 0.6353 -0.2488 1.0401
H 2.7061 1.2269 1.0461
H 2.8356 0.8008 -0.6642
O -2.8162 0.1371 -2.7682
H -1.8743 0.2497 -3.0468
H -3.1046 -0.5819 -3.3703
O -5.3165 1.5346 0.3291
H -4.5643 1.4309 -0.2671
H -5.6076 2.3708 0.0592

The net atomic charges from Löwdin, expressed in e, are:
1 C -0.1222
2 C -0.3232
3 N -0.0302
4 H 0.0629
5 H 0.0719
6 H 0.0371
7 H 0.0691
8 H 0.1464
9 H -0.0133
10 H 0.1018
11 O -0.0896
12 H 0.0508
13 H 0.0440
14 O -0.0367
15 H 0.0346
16 H -0.0035



(6)
The following is a DFT calculation (wB97M-V/def2-TZVPD) of 3 unconnected molecules or ions with the total composition C2H11NO2 in a non-equilibrium geometry.

Summary:
2S+1: 2
Expectation value of S²: 0.756
F_max: 4.142 eV/Å
HOMO energy (alpha / beta): -14.527 / -14.527 eV
ΔE to the lowest compared entry with this formula, charge and spin: 150.00 kJ/mol
Net charge: +1

Element x y z (Å)
C 0.2469 -1.5947 -1.1847
C 0.9876 -0.3620 -0.6572
N 0.6275 -0.0599 0.6883
H -0.1271 -2.2123 -0.3320
H 0.9346 -2.2265 -1.7324
H -0.6324 -1.2720 -1.7316
H 0.7735 0.4746 -1.3674
H 2.0986 -0.3224 -0.7340
H -0.3874 0.0791 0.8023
H 1.0219 0.8453 0.9618
H 1.8878 -0.0353 3.5259
H 0.9873 -0.7044 2.4504
O 1.4737 -0.8697 3.2617
H -2.9969 2.2859 -1.3130
H -2.2759 2.6547 -2.6400
O -3.1234 2.4346 -2.2494

The net atomic charges from Löwdin, expressed in e, are:
1 C -0.0349
2 C -0.2126
3 N 0.2154
4 H 0.1060
5 H 0.0950
6 H 0.0900
7 H 0.1909
8 H 0.1661
9 H 0.1750
10 H 0.1583
11 H 0.0655
12 H -0.0231
13 O 0.0085
14 H 0.0170
15 H 0.0263
16 O -0.0434



(7)
The following is a DFT calculation (wB97M-V/def2-TZVPD) of 4 unconnected molecules or ions with the total composition C2H11NO3 in a non-equilibrium geometry.

Summary:
2S+1: 1
F_max: 4.723 eV/Å
HOMO energy: -9.033 eV
ΔE to the lowest compared entry with this formula, charge and spin: 733.48 kJ/mol
Net charge: 0

Element x y z (Å)
C 0.1863 0.8560 -1.0230
C 0.3086 0.6975 0.4951
N 1.7466 0.8805 0.7983
H 0.8862 1.6061 -1.3771
H -0.8619 1.1108 -1.1787
H 0.4733 -0.0902 -1.4715
H -0.3123 1.4859 0.9798
H -0.0743 -0.2688 0.8507
H -2.0934 -2.4308 -0.4828
H 2.0816 -0.5765 0.3069
O -1.5388 -1.6616 -0.6265
H -1.9901 -0.8392 -0.3077
H -3.1580 0.8868 0.8751
O -2.4045 0.5494 0.3814
H 1.6543 1.0641 1.8069
H 2.8931 -1.8670 0.2313
O 2.2034 -1.4029 -0.2582

The net atomic charges from Löwdin, expressed in e, are:
1 C -0.0956
2 C -0.3022
3 N 0.2091
4 H 0.0772
5 H 0.0664
6 H 0.0689
7 H 0.1530
8 H 0.1453
9 H 0.0301
10 H -0.0270
11 O -0.0819
12 H -0.0404
13 H -0.0302
14 O -0.2517
15 H 0.0865
16 H 0.0461
17 O -0.0537



(8)
The following is a DFT calculation (wB97M-V/def2-TZVPD) of 3 unconnected molecules or ions with the total composition C2H11NO3 in a non-equilibrium geometry.

Summary:
2S+1: 1
F_max: 2.031 eV/Å
HOMO energy: -8.621 eV
ΔE to the lowest compared entry with this formula, charge and spin: 139.46 kJ/mol
Net charge: 0
SMILES: CNCO.O.O

Element x y z (Å)
C -1.7350 -1.5798 -2.3985
N -2.2170 -0.9319 -1.2263
C -1.2838 -0.1299 -0.5178
O -1.8721 1.2283 -0.3574
H -1.4291 -0.8623 -3.1819
H -2.5510 -2.1715 -2.8554
H -0.8142 -2.1458 -2.2260
H -3.1856 -0.7033 -1.0735
H -1.0673 -0.5315 0.4766
H -0.3717 -0.0522 -1.1024
H -1.0427 1.7182 -0.2824
O 1.2785 4.5791 0.5648
H 1.5132 3.7529 0.9998
H 0.3236 4.4750 0.4728
O 5.0984 -2.0015 3.9912
H 5.2022 -2.4561 4.8506
H 4.1537 -2.1879 3.8657

The net atomic charges from Löwdin, expressed in e, are:
1 C -0.1526
2 N -0.1300
3 C -0.2737
4 O -0.0800
5 H 0.0756
6 H 0.0876
7 H 0.0766
8 H 0.1186
9 H 0.1108
10 H 0.1125
11 H 0.0551
12 O -0.0584
13 H 0.0291
14 H 0.0288
15 O -0.0768
16 H 0.0424
17 H 0.0343